Record 1
C20H38AgN2O8 as an isolated structure in a non-equilibrium geometry. Source: the OMol25 dataset; level of theory: ωB97M-V/def2-TZVPD.

Its HOMO-LUMO gap is 2.56 eV. As for the net charge: -3. The molar mass comes out at 542.4 g mol⁻¹. The relative energy (zero: lowest compared OMol25 entry of this formula, charge and spin) is 0.000 eV. Its calculated total energy is -44706.888 eV.

Last column: Löwdin charge in e.
Element x y z (Å)
Ag  0.65  0.57  1.38  0.760
O  -0.31  4.00  -0.91  -0.153
O  -1.14  0.65  3.17  -0.205
O  2.32  -1.30  1.26  -0.062
O  0.03  4.91  1.09  -0.201
O  -2.97  -0.58  2.86  -0.215
O  0.31  2.75  0.85  -0.212
O  -1.71  0.01  1.13  -0.225
O  -0.43  3.21  -3.17  -0.076
N  -1.31  2.12  -3.18  -0.089
N  1.79  -1.49  2.53  -0.136
C  2.63  0.63  3.46  -0.063
C  0.17  -3.21  1.60  -0.019
C  -0.63  0.84  -3.41  -0.456
C  -1.89  -0.08  2.42  -1.059
C  1.29  -2.53  5.35  -0.173
C  -2.33  2.86  -5.45  -0.059
C  -3.27  3.72  -3.32  -0.028
C  -3.49  1.34  -3.84  -0.167
C  1.21  -2.85  2.72  -0.463
C  0.26  0.56  -2.21  -0.026
C  0.20  3.92  0.30  -0.897
C  -3.00  -0.07  -4.25  -0.208
C  2.01  -1.17  5.04  -0.120
C  -1.77  -0.24  -3.41  -0.175
C  2.22  -3.99  2.73  -0.064
C  4.09  -1.47  3.69  -0.043
C  0.09  0.68  -4.80  -0.042
C  2.62  -0.91  3.58  -0.450
C  -2.51  2.47  -3.95  -0.480
C  0.44  -2.89  4.11  -0.121
H  4.35  -2.06  2.81  0.055
H  1.69  -4.93  2.84  0.076
H  2.02  -3.31  5.56  0.084
H  -0.31  3.48  -2.21  -0.030
H  0.07  -3.92  4.20  0.103
H  -3.95  1.21  -2.85  0.130
H  -1.48  3.54  -5.52  0.071
H  -1.23  -1.17  -3.64  0.109
H  0.83  1.42  -1.87  0.080
H  -3.19  3.77  -2.23  0.092
H  1.65  1.09  3.59  0.077
H  -2.15  -0.48  -2.42  0.123
H  -0.48  0.13  -5.56  0.050
H  3.32  1.04  4.20  0.076
H  3.05  0.91  2.49  0.074
H  -4.35  3.63  -3.49  0.057
H  4.21  -2.13  4.55  0.055
H  -0.33  0.16  -1.38  0.068
H  1.30  -0.38  5.29  0.113
H  2.84  -4.02  1.83  0.070
H  -2.85  -0.38  -5.29  0.087
H  -3.24  3.18  -5.96  0.064
H  2.90  -2.06  1.10  0.079
H  4.86  -0.71  3.82  0.066
H  1.00  -0.18  -2.53  0.064
H  0.59  -3.04  0.60  0.074
H  -3.77  -0.80  -3.99  0.097
H  2.78  -1.18  5.82  0.092
H  1.02  0.10  -4.75  0.052
H  -2.94  4.69  -3.70  0.067
H  0.40  1.66  -5.16  0.063
H  0.56  -2.35  6.13  0.103
H  -0.21  -4.22  1.73  0.073
H  -0.61  -2.44  1.55  0.078
H  -0.45  -2.27  4.02  0.123
H  -4.37  1.48  -4.47  0.101
H  -2.05  2.00  -6.07  0.051
H  2.95  -3.87  3.54  0.057

---

Record 2
C20H38BeF3MgN2O21 as an isolated structure in a non-equilibrium geometry. Source: the OMol25 dataset; level of theory: ωB97M-V/def2-TZVPD.

Its HOMO-LUMO gap is 2.41 eV. As for the net charge: +1. The molar mass comes out at 732.8 g mol⁻¹. Its calculated total energy is -81310.954 eV.

Last column: Löwdin charge in e.
Element x y z (Å)
Mg  6.22  -6.28  -17.82  1.020
F  9.62  -5.71  -15.50  0.163
F  10.06  -7.70  -14.77  0.147
F  8.13  -6.93  -14.55  0.071
O  6.68  -10.04  -14.12  0.057
O  6.75  -8.88  -20.82  0.061
O  2.57  -6.01  -17.16  -0.027
O  3.12  -14.57  -16.96  0.204
O  6.20  -6.97  -19.86  0.068
O  1.04  -8.63  -17.14  0.088
O  -0.77  -9.89  -17.79  0.038
O  2.43  -5.17  -19.15  0.102
O  5.20  -8.10  -17.45  -0.006
O  8.01  -7.03  -17.60  -0.215
O  4.58  -9.08  -14.03  0.062
O  2.26  -13.45  -18.80  0.013
O  4.37  -10.10  -17.45  0.158
O  1.69  -15.52  -18.44  0.019
O  5.85  -14.50  -16.01  -0.090
O  5.14  -10.95  -12.96  -0.045
O  8.43  -8.94  -16.51  -0.244
O  4.30  -5.67  -18.28  -0.073
O  3.39  -8.53  -16.38  -0.055
O  5.16  -7.79  -21.73  0.043
O  0.75  -9.52  -19.18  0.026
N  4.33  -8.94  -17.10  -0.381
N  3.09  -5.60  -18.22  -0.554
C  5.39  -9.98  -13.79  -0.570
C  6.70  -14.09  -14.93  -0.177
C  8.49  -11.16  -16.11  -0.051
C  9.34  -10.03  -16.74  -0.165
C  1.68  -16.79  -17.73  -0.016
C  9.16  -6.96  -15.44  -0.511
C  3.96  -11.02  -12.19  -0.033
C  4.15  -6.82  -21.87  -0.015
C  2.79  -12.10  -18.57  0.005
C  7.95  -9.06  -20.17  -0.042
C  7.19  -8.98  -14.92  -0.079
C  8.93  -7.68  -16.82  -0.377
C  1.73  -8.71  -19.82  -0.018
C  4.77  -13.58  -15.94  -0.239
C  -1.40  -9.81  -16.52  -0.029
C  0.37  -9.24  -17.96  -0.584
C  2.42  -14.50  -17.94  -0.440
C  5.74  -13.72  -13.83  -0.156
C  4.53  -13.12  -14.52  -0.148
C  6.06  -7.77  -20.77  -0.545
Be  2.66  -7.68  -15.45  1.002
H  9.91  -7.64  -17.30  0.174
H  5.43  -14.50  -13.14  0.117
H  3.07  -11.48  -12.63  0.094
H  2.02  -11.56  -18.04  0.090
H  3.89  -13.96  -16.45  -0.140
H  2.60  -17.32  -17.98  0.099
H  4.18  -11.69  -11.35  0.110
H  2.72  -9.08  -19.54  0.087
H  3.74  -12.16  -18.05  0.061
H  8.56  -9.73  -20.79  0.109
H  7.24  -14.98  -14.61  0.123
H  3.55  -13.40  -14.13  0.109
H  8.42  -11.00  -15.04  0.080
H  3.69  -6.71  -20.89  0.070
H  10.30  -10.01  -16.21  0.131
H  -1.30  -8.81  -16.11  0.094
H  4.48  -12.03  -14.43  0.075
H  4.98  -12.71  -16.58  0.096
H  7.38  -13.27  -15.19  0.089
H  8.88  -12.14  -16.39  0.090
H  1.68  -8.92  -20.89  0.108
H  1.60  -7.64  -19.69  0.096
H  3.36  -7.10  -22.57  0.107
H  -0.96  -10.50  -15.81  0.101
H  2.93  -11.65  -19.56  0.100
H  4.57  -5.87  -22.18  0.113
H  3.60  -10.09  -11.76  0.096
H  -2.46  -10.05  -16.64  0.106
H  6.14  -12.94  -13.18  0.101
H  6.65  -8.91  -15.87  0.099
H  8.26  -9.03  -15.12  0.055
H  9.56  -10.35  -17.76  0.118
H  7.94  -9.57  -19.20  0.086
H  0.85  -17.42  -18.04  0.094
H  6.93  -8.01  -14.49  0.110
H  1.68  -16.78  -16.64  0.095
H  8.55  -8.18  -19.93  0.105
H  7.46  -11.07  -16.48  0.088

---

Record 3
A 3-piece molecular cluster, C20H38F2O4 overall in a non-equilibrium geometry. Source: the OMol25 dataset; level of theory: ωB97M-V/def2-TZVPD.

Its HOMO-LUMO gap is 10.86 eV. As for the SMILES: CC[C@@H](CC(=O)F)OC(=O)CC(=O)F.CCCCCC.CCCCCC. The molar mass comes out at 380.5 g mol⁻¹. Its calculated total energy is -34979.449 eV.

Last column: Löwdin charge in e.
Element x y z (Å)
F  1.41  0.30  0.81  0.010
F  3.66  2.35  0.98  0.034
O  3.95  4.36  -0.07  0.073
O  4.07  0.21  -0.93  -0.038
O  6.19  0.50  -1.99  0.062
O  1.18  -0.88  -1.13  0.071
C  5.38  -0.12  2.01  -0.110
C  5.16  0.97  -1.42  -0.337
C  -2.05  3.37  3.02  -0.272
C  4.18  3.12  -0.09  -0.286
C  -1.10  -0.27  2.91  -0.117
C  -3.30  3.94  3.68  -0.116
C  -2.36  2.40  1.88  -0.229
C  5.08  2.57  -1.29  0.038
C  -1.90  -1.11  -2.29  -0.269
C  1.86  -0.75  -0.07  -0.264
C  -2.69  0.18  -2.20  -0.103
C  -2.44  0.28  3.36  -0.269
C  -3.35  -4.52  -3.00  -0.117
C  5.68  -1.00  0.70  -0.181
C  -1.98  -1.78  -3.67  -0.224
C  3.12  -1.71  0.28  -0.003
C  4.48  -1.07  -0.36  -0.260
C  -3.12  1.13  2.28  -0.226
C  -4.08  -3.19  -3.15  -0.275
C  -3.38  -2.22  -4.10  -0.231
H  -4.12  1.41  2.64  0.101
H  4.76  -1.77  -1.24  0.166
H  -2.95  2.93  1.12  0.109
H  -3.76  0.02  -2.36  0.066
H  -1.20  -0.88  2.01  0.073
H  -0.85  -0.90  -2.07  0.072
H  -3.25  -5.02  -3.97  0.074
H  2.89  -2.75  -0.13  0.134
H  -1.46  4.20  2.62  0.105
H  -2.32  0.85  4.28  0.098
H  6.13  -0.49  2.82  0.086
H  -3.92  4.47  2.96  0.075
H  -4.22  -2.73  -2.16  0.098
H  -5.09  -3.39  -3.53  0.104
H  3.19  -1.81  1.43  0.120
H  -1.31  -2.64  -3.68  0.100
H  -0.38  0.53  2.71  0.055
H  6.17  2.93  -1.13  0.156
H  -1.59  -1.09  -4.42  0.110
H  -1.42  2.89  3.77  0.099
H  -3.91  -5.18  -2.34  0.068
H  -2.57  0.63  -1.21  0.056
H  6.67  -0.63  0.25  0.119
H  4.33  -0.29  2.46  0.081
H  5.87  -2.08  1.06  0.128
H  -2.35  -4.39  -2.57  0.065
H  -0.67  -0.90  3.70  0.070
H  -3.31  -2.68  -5.09  0.108
H  4.71  3.08  -2.26  0.156
H  -3.90  3.15  4.15  0.065
H  -1.42  2.12  1.39  0.099
H  -4.02  -1.34  -4.23  0.099
H  -3.28  0.52  1.39  0.100
H  -2.23  -1.81  -1.51  0.101
H  -3.02  4.65  4.47  0.069
H  -2.34  0.90  -2.94  0.077
H  -3.10  -0.56  3.60  0.104
H  5.60  1.00  1.89  0.074

---

Record 4
A 3-piece molecular cluster, C20H38N3O2 overall in a non-equilibrium geometry. Source: the OMol25 dataset; level of theory: ωB97M-V/def2-TZVPD.

Its HOMO-LUMO gap is 4.16 eV. As for the net charge: +1. The molar mass comes out at 352.5 g mol⁻¹. The relative energy (zero: lowest compared OMol25 entry of this formula, charge and spin) is 9.331 eV. Its calculated total energy is -29905.728 eV.

Last column: Löwdin charge in e.
Element x y z (Å)
O  -0.82  -3.79  0.36  0.038
O  0.63  -3.31  -1.43  0.119
N  1.98  -6.84  3.09  -0.193
N  -3.08  0.65  -1.83  0.082
N  -1.03  6.98  -1.69  -0.202
C  -0.94  -0.39  -0.63  0.087
C  -1.34  -1.78  -1.19  -0.008
C  1.17  5.84  -1.41  -0.090
C  -2.05  7.44  -2.64  -0.258
C  -1.76  8.73  -3.41  -0.086
C  -1.90  0.81  -1.00  -0.093
C  2.14  -5.58  0.88  -0.090
C  0.75  -7.57  2.79  -0.274
C  -0.40  -3.03  -0.79  -0.352
C  -1.49  2.23  -0.36  -0.086
C  2.08  -5.56  2.40  -0.255
C  -3.46  -0.64  -2.37  0.023
C  -0.18  9.07  -0.48  -0.082
C  -1.55  2.26  1.12  0.084
C  -2.62  -1.91  -2.07  0.058
C  0.23  6.63  -2.32  -0.274
C  -0.94  7.74  -0.45  -0.253
C  3.56  -8.45  1.88  -0.084
C  3.20  -7.64  3.12  -0.246
C  0.47  -8.72  3.75  -0.089
H  1.20  -9.53  3.63  0.066
H  0.80  8.97  -0.96  0.070
H  -1.19  3.14  -0.99  0.114
H  1.35  -6.20  0.43  0.074
H  3.14  -8.33  3.97  0.105
H  0.73  -7.95  1.76  0.099
H  -2.52  2.58  1.62  0.100
H  0.03  5.99  -3.19  0.116
H  -3.65  1.49  -2.01  0.168
H  4.36  -9.15  2.12  0.076
H  2.71  -9.03  1.50  0.068
H  1.21  -4.95  2.69  0.096
H  4.05  -6.99  3.38  0.116
H  -2.21  6.64  -3.37  0.105
H  -2.50  8.84  -4.21  0.075
H  -1.85  9.61  -2.77  0.058
H  1.54  6.45  -0.58  0.069
H  2.03  5.49  -1.98  0.076
H  -3.01  7.54  -2.12  0.111
H  -0.74  9.85  -0.98  0.058
H  -4.42  -0.71  -3.00  0.143
H  0.00  9.41  0.55  0.076
H  3.93  -7.81  1.07  0.054
H  0.76  7.51  -2.70  0.103
H  -0.52  -9.14  3.56  0.074
H  -2.95  -2.93  -2.47  0.130
H  2.95  -5.01  2.78  0.114
H  -0.65  1.90  1.76  0.104
H  -0.01  -0.22  0.04  0.143
H  -0.78  8.72  -3.88  0.070
H  3.11  -5.94  0.52  0.062
H  0.50  -8.39  4.79  0.081
H  -0.19  -3.57  1.09  0.120
H  -0.10  -6.88  2.88  0.114
H  -1.95  7.93  -0.06  0.115
H  0.66  4.96  -0.99  0.053
H  2.02  -4.57  0.49  0.049
H  -0.48  7.10  0.31  0.099